DFT (the ωB97M-V functional and the def2-TZVPD basis) results for a structure of composition C38H42Cl3N3O4SSiTl.

Each line ends with the Löwdin charge.
Geometry (Å):
Tl -0.122 -0.062 -0.014  0.64
C -0.387 -1.721 4.055  -0.05
C 0.996 -2.144 3.534  -0.34
C 0.849 -2.958 2.248  -0.08
C 1.995 -1.003 3.358  -0.14
C 3.287 -1.222 3.830  -0.05
C 4.265 -0.246 3.757  -0.09
C 3.942 0.995 3.234  -0.05
C 2.664 1.263 2.756  -0.14
C 2.342 2.670 2.281  -0.36
C 2.249 3.609 3.492  -0.05
C 3.357 3.192 1.262  -0.06
C 1.690 0.245 2.787  -0.18
N 0.418 0.500 2.215  0.00
C -0.435 1.293 2.876  -0.51
O -0.397 1.601 4.070  0.04
C -1.517 1.907 2.013  -0.21
C -2.641 2.539 2.511  0.02
C -3.483 3.175 1.607  -0.03
C -3.180 3.174 0.250  0.02
C -2.048 2.494 -0.159  -0.19
N -1.254 1.908 0.718  0.04
C -1.617 2.369 -1.598  -0.49
O -2.078 3.156 -2.433  0.03
N -0.729 1.392 -1.797  -0.02
C -0.282 1.184 -3.125  -0.20
C 0.945 1.731 -3.535  -0.18
C 1.383 1.499 -4.833  -0.09
C 0.625 0.752 -5.719  -0.09
C -0.598 0.240 -5.313  -0.05
C -1.070 0.445 -4.022  -0.14
C -2.443 -0.066 -3.625  -0.37
C -2.584 -1.573 -3.848  -0.06
C -3.528 0.708 -4.384  -0.06
C 1.739 2.653 -2.624  -0.36
C 3.157 2.132 -2.354  -0.08
C 1.783 4.062 -3.233  -0.06
H -0.869 -2.570 4.550  0.08
H -1.035 -1.394 3.241  0.06
H -0.304 -0.903 4.772  0.08
H 1.434 -2.803 4.287  0.12
H 0.388 -2.353 1.466  0.00
H 0.204 -3.827 2.414  0.09
H 1.818 -3.308 1.884  0.06
H 3.521 -2.184 4.275  0.11
H 5.265 -0.443 4.125  0.10
H 4.699 1.771 3.200  0.11
H 1.369 2.660 1.790  0.12
H 3.216 3.669 4.002  0.08
H 1.507 3.235 4.198  0.07
H 1.959 4.617 3.179  0.08
H 4.343 3.337 1.711  0.07
H 3.024 4.156 0.866  0.08
H 3.459 2.495 0.429  0.06
H -2.832 2.518 3.575  0.12
H -4.381 3.669 1.960  0.11
H -3.792 3.675 -0.487  0.12
H 2.327 1.920 -5.165  0.11
H 0.976 0.589 -6.732  0.10
H -1.201 -0.321 -6.021  0.11
H -2.580 0.120 -2.562  0.10
H -2.486 -1.834 -4.906  0.07
H -3.566 -1.909 -3.505  0.08
H -1.823 -2.123 -3.286  0.07
H -3.446 0.530 -5.461  0.07
H -3.419 1.777 -4.198  0.07
H -4.523 0.393 -4.057  0.08
H 1.210 2.722 -1.675  0.12
H 3.625 1.760 -3.269  0.07
H 3.148 1.319 -1.624  0.03
H 3.785 2.934 -1.956  0.07
H 2.344 4.062 -4.172  0.07
H 2.265 4.761 -2.543  0.07
H 0.770 4.413 -3.439  0.08
Cl 3.551 -1.359 -0.057  0.28
Si 1.825 -1.571 -1.159  -0.69
Cl 1.424 -3.602 -1.123  0.28
Cl 2.289 -1.225 -3.119  0.35
O -1.716 -7.743 0.856  0.11
C -2.638 -6.941 1.442  -0.49
O -3.460 -7.434 2.164  0.10
C -2.556 -5.483 1.145  -0.15
C -3.344 -4.622 1.906  -0.01
C -3.314 -3.257 1.694  -0.10
C -2.490 -2.707 0.703  -0.67
S -2.517 -0.974 0.438  0.65
C -1.728 -3.573 -0.076  -0.16
C -1.759 -4.938 0.142  -0.04
H -1.085 -7.220 0.351  0.08
H -3.968 -5.051 2.680  0.12
H -3.925 -2.592 2.293  0.10
H -1.116 -3.168 -0.866  0.03
H -1.164 -5.564 -0.518  0.11

Values from the calculation:
E_tot in eV: -113732.0061
Charge: -1
Orbital gap in eV: 7.64
Energy above the lowest of the compared OMol25 structures with the same formula, charge and spin in kJ/mol: 49.34